Entry 1:
{"formula": "C4H5NO", "method": "ωB97M-V with the def2-TZVPD basis set", "elements": ["C", "H", "O", "H", "C", "H", "N", "C", "H", "H", "C"], "positions_angstrom": [[-1.28904, 0.52201, -0.02857], [0.77711, -2.03864, 0.33992], [2.18278, 0.48030, 0.02118], [-2.10783, 1.14904, -0.34076], [0.88233, 0.13520, 0.25764], [2.34591, 0.08336, -0.84648], [-0.07091, 1.10777, 0.21659], [-1.10598, -0.83582, -0.04764], [-1.84456, -1.57478, -0.32658], [0.11429, 2.08288, 0.38531], [0.27536, -1.08998, 0.20697]], "total_charge": 0, "de_lowest_kcal_mol": 17.5, "e_homo_ev": -8.01, "smiles": "Oc1ccc[nH]1", "largest_force_ha_per_bohr": 0.01045}

Entry 2:
{"formula": "C4H5NO", "method": "ωB97M-V with the def2-TZVPD basis set", "elements": ["H", "H", "C", "C", "C", "C", "O", "N", "H", "H", "H"], "positions_angstrom": [[-0.08915, -1.87413, -0.23725], [0.10137, -0.54860, -1.39562], [0.08694, -0.79729, -0.33026], [2.44256, -0.15329, 0.76181], [-1.52504, 1.03370, -0.39425], [1.38140, -0.44444, 0.27138], [-1.19029, 1.39841, -1.50204], [-1.02871, -0.06707, 0.23891], [-1.27322, -0.22369, 1.20563], [3.38756, 0.11991, 1.17627], [-2.29342, 1.55650, 0.20541]], "total_charge": 0, "de_lowest_kcal_mol": 39.8, "e_homo_ev": -10.09, "smiles": "C#CCNC=O", "largest_force_ha_per_bohr": 0.01268}

Entry 3:
{"formula": "C4H5NO", "method": "ωB97M-V with the def2-TZVPD basis set", "elements": ["C", "H", "C", "O", "H", "H", "N", "C", "H", "C", "H"], "positions_angstrom": [[-0.30163, 1.18088, 0.53260], [1.27912, 0.43908, 1.11632], [-0.41970, 2.22339, -0.06301], [0.09387, -2.39797, 0.51484], [0.00629, -0.04965, -1.60417], [0.05948, -0.38653, 2.03087], [-0.08492, -0.98380, -1.23993], [0.11426, -1.26348, 0.07704], [-0.11823, -1.75980, -1.88574], [0.29704, -0.04358, 1.02197], [-0.92558, 3.04146, -0.50079]], "total_charge": 0, "de_lowest_kcal_mol": 39.5, "e_homo_ev": -9.86, "smiles": "C#CCC(N)=O", "largest_force_ha_per_bohr": 0.03118}

Entry 4:
{"formula": "C4H5NO", "method": "ωB97M-V with the def2-TZVPD basis set", "elements": ["H", "C", "H", "H", "H", "C", "H", "C", "O", "C", "N"], "positions_angstrom": [[-1.91821, -0.01639, 1.25754], [0.79583, 0.67708, -0.22967], [0.94996, -3.02287, -0.77063], [1.71966, 0.96127, 0.28863], [-0.13484, 1.28939, 1.53637], [-1.50332, 0.41557, 0.32785], [0.80185, 1.13494, -1.22102], [0.76422, -0.79247, -0.40120], [-1.95785, 0.18353, -0.76385], [0.82752, -1.98016, -0.57998], [-0.34483, 1.15012, 0.55596]], "total_charge": 0, "de_lowest_kcal_mol": 51.3, "e_homo_ev": -10.09, "smiles": "C#CCNC=O", "largest_force_ha_per_bohr": 0.01459}

Entry 5:
{"formula": "C4H5NO", "method": "ωB97M-V with the def2-TZVPD basis set", "elements": ["C", "H", "C", "N", "O", "C", "H", "H", "H", "C", "H"], "positions_angstrom": [[-0.80970, 0.16005, -0.60203], [-1.29716, 1.12973, -0.75583], [-1.81254, -0.81486, -0.15832], [-2.58895, -1.58151, 0.21642], [1.40146, 1.11382, -0.02007], [0.30884, 0.27790, 0.42455], [-0.03784, 0.68200, 1.37791], [-0.38940, -0.17393, -1.55634], [1.86113, 0.54246, -0.70106], [1.43290, -0.68669, 0.39732], [1.93126, -0.64897, 1.37746]], "total_charge": 0, "de_lowest_kcal_mol": 105.9, "e_homo_ev": -9.62, "largest_force_ha_per_bohr": 0.01606}

Entry 6:
{"formula": "C4H5NO", "method": "ωB97M-V with the def2-TZVPD basis set", "elements": ["C", "C", "C", "N", "H", "H", "O", "H", "H", "H", "C"], "positions_angstrom": [[-0.61269, -0.77753, -0.09710], [0.79086, -0.49410, 0.41483], [0.91211, 1.03683, 0.53607], [-0.31269, 1.42260, 0.21861], [-2.22283, 0.65519, -0.54944], [-0.58807, 2.39576, 0.23671], [1.79621, -1.09388, -0.36620], [1.56068, -0.88955, -1.28281], [0.91262, -0.89209, 1.43468], [-1.00303, -1.75555, -0.35338], [-1.23316, 0.39233, -0.19196]], "total_charge": 0, "de_lowest_kcal_mol": 65.3, "e_homo_ev": -8.60, "largest_force_ha_per_bohr": 0.01052}

Entry 7:
{"formula": "C4H5NO", "method": "ωB97M-V with the def2-TZVPD basis set", "elements": ["H", "C", "N", "C", "H", "C", "H", "H", "H", "O", "C"], "positions_angstrom": [[-1.43726, -1.02185, 0.88988], [0.53017, 1.09476, 0.89334], [0.76528, -0.59474, -0.80973], [1.83283, -0.38616, -0.18641], [-2.19501, 0.54203, 0.52645], [-0.18331, 0.36537, -0.22484], [2.80675, -0.84430, -0.31071], [-1.99578, -0.67527, -0.75725], [-0.34441, 1.15144, -0.98160], [1.75853, 0.60685, 0.82737], [-1.53778, -0.23812, 0.13349]], "total_charge": 0, "de_lowest_kcal_mol": 64.4, "e_homo_ev": -9.26, "largest_force_ha_per_bohr": 0.00984}

Entry 8:
{"formula": "C4H5NO", "method": "ωB97M-V with the def2-TZVPD basis set", "elements": ["C", "C", "C", "H", "H", "H", "H", "H", "N", "C", "O"], "positions_angstrom": [[-0.64173, 0.37389, -0.95450], [-0.80675, -0.93175, 1.75263], [0.33836, 0.54168, 0.21060], [-0.59510, -1.57760, 0.85205], [0.66561, 1.57866, 0.31412], [-0.16896, -0.09309, -1.82034], [-1.05371, 1.33931, -1.25249], [-1.47138, -0.26748, -0.64679], [2.50771, -0.91969, -0.03215], [1.54489, -0.28950, 0.08279], [-0.31893, 0.24558, 1.49410]], "total_charge": 0, "de_lowest_kcal_mol": 90.0, "e_homo_ev": -9.17, "largest_force_ha_per_bohr": 0.02280}